(1)
Molecular formula: C6H10O
Method: DFT, wB97M-V/def2-TZVPD

Geometry as ORCA input:
```
! RIJCOSX wB97M-V def2-TZVPD def2/J DEFGRID3
* xyz 0 1
O -1.5722 -0.0818 -0.5927
C 0.5757 0.3461 1.5810
C -0.5810 0.7992 -1.0833
C 0.7408 0.0923 -1.3689
C -1.1577 -0.8176 0.5440
C -0.7118 0.0296 1.6841
C 1.3393 -0.4952 -0.0487
H -0.2052 -1.2943 0.3201
H -1.9104 -1.5661 0.7656
H -1.4257 0.3212 2.4594
H 1.3731 -1.6095 -0.2234
H 0.9671 1.0834 2.3377
H -1.0145 1.2531 -1.9781
H -0.3611 1.5886 -0.3531
H 1.4480 0.8089 -1.8029
H 2.3564 -0.2257 0.1318
H 0.5516 -0.6552 -2.1651
*
```

- Frontier orbital gap: 10.5 eV
- E: -309.7099 Eh
- Largest force on an atom: 1.7 eV/A
- Molecular weight: 98.145 g/mol
- Lowest unoccupied orbital energy: 1.13 eV



(2)
Molecular formula: C34H23Cl8N3O3Ta
Method: DFT, wB97M-V/def2-TZVPD

Geometry as ORCA input:
```
! RIJCOSX wB97M-V def2-TZVPD def2/J DEFGRID3
* xyz -1 1
Ta -0.0070 -0.7341 0.6347
Cl -1.1126 -3.5636 2.2999
Cl 2.9542 -0.0239 4.1409
Cl -0.6294 -1.0144 5.5039
Cl 0.0808 -6.9078 -1.8405
Cl 1.2503 -4.4816 -3.4310
Cl -1.1098 -6.4833 1.0135
Cl -0.3661 1.8145 1.0207
Cl 1.2674 -1.6132 -2.0479
O -1.4816 0.9917 0.6874
O -1.8209 -1.2346 -0.3563
O 1.9983 1.2574 -0.6573
N -0.2206 -0.6525 2.5422
N 0.2777 1.7384 -2.2235
N -0.6229 0.7862 -1.6916
C -0.6638 2.9867 3.4546
C 0.1319 -5.3454 -1.1097
C 2.4278 1.8099 0.6075
C 0.2281 -2.8223 0.0798
C 2.5265 5.0624 -3.5490
C 2.5476 0.7470 1.5765
C 1.7218 4.1437 -2.8941
C 2.8254 1.1577 2.8757
C -0.7731 3.3004 0.4327
C 0.6724 -4.2711 -1.8191
C -5.2020 1.1084 -0.2731
C -0.4563 1.8892 2.6445
C -0.8390 1.6829 5.4631
C 2.2775 -0.6525 1.0888
C 0.7186 -3.0290 -1.2033
C 3.6583 2.7844 -2.4349
C 4.4567 3.6975 -3.1068
C -2.9159 -0.5194 -0.3039
C 2.6204 3.1469 0.9031
C -1.8540 1.1304 -1.8964
C -4.1919 1.3574 -1.1833
C -3.0306 0.5855 -1.1962
C 2.2870 3.0011 -2.3375
C -3.9207 -0.7264 0.6461
C -0.3525 -3.8934 0.7430
C -0.8451 2.9087 4.8277
C 3.0121 2.4977 3.1970
C 2.9123 3.4763 2.2212
C -0.6469 0.5359 4.7047
C -0.3925 -5.1597 0.1725
C 3.8928 4.8380 -3.6615
C 1.4224 1.9798 -1.7067
C -5.0427 0.0779 0.6560
C -0.4276 0.5603 3.3404
H 2.0880 5.9559 -3.9750
H -0.4164 4.2321 0.0046
H 0.6542 4.2926 -2.8031
H 2.6101 -1.3648 1.8395
H -0.9856 1.5981 6.5311
H -2.0248 2.0366 -2.4802
H 5.5188 3.5142 -3.2075
H 4.0873 1.8885 -2.0042
H 0.8079 2.3553 1.0932
H -6.0868 1.7309 -0.2555
H -1.0265 3.8190 5.3840
H 3.2210 2.7661 4.2234
H -4.2664 2.1998 -1.8633
H -0.7423 3.9322 2.9276
H 2.8632 -0.7749 0.1747
H -1.8721 3.4491 0.2354
H 0.5677 0.9776 1.3017
H 2.5158 3.9096 0.1441
H 0.3225 1.6478 -0.0711
H 4.5165 5.5506 -4.1866
H 3.0439 4.5163 2.4869
H -5.8054 -0.0836 1.4088
H -3.7770 -1.5201 1.3689
*
```

- Frontier orbital gap: 6.1 eV
- E: -5437.3453 Eh
- Largest force on an atom: 11.7 eV/A
- Molecular weight: 986.148 g/mol
- Lowest unoccupied orbital energy: 2.26 eV



(3)
Molecular formula: C41H65Cl30IN2O4
Method: DFT, wB97M-V/def2-TZVPD

Geometry as ORCA input:
```
! RIJCOSX wB97M-V def2-TZVPD def2/J DEFGRID3
* xyz 0 1
I -7.9293 -2.0820 -0.6372
Cl -5.8533 -3.2756 -4.0658
Cl 5.1285 8.7111 -2.8986
Cl 0.7186 -4.5422 11.2819
Cl -0.0450 -2.7703 6.9101
Cl 10.6490 9.7700 -3.2054
Cl 3.7002 -3.3244 3.7235
Cl 8.5714 -4.4710 8.9156
Cl 0.4172 2.8432 -10.3164
Cl -4.8774 -1.7956 4.3424
Cl 8.6791 -7.2999 10.8267
Cl -10.0095 0.4324 -4.0522
Cl -9.0982 -3.4219 -3.0192
Cl -8.7333 1.9656 -6.8263
Cl 0.0839 -5.8799 5.4999
Cl 3.0871 -5.8147 9.1740
Cl 5.2247 5.5862 -4.2864
Cl 0.3047 5.9544 -8.9107
Cl -1.1609 2.4044 -0.5651
Cl 6.4236 -3.5345 0.1082
Cl 3.0759 4.7909 -0.7101
Cl -1.1808 3.7478 -5.4642
Cl 0.9426 1.0785 -5.5467
Cl 8.3905 9.7386 -5.7644
Cl 4.7879 -0.3623 2.4195
Cl -4.9499 -8.0327 3.0459
Cl 0.8256 4.7669 -3.2789
Cl 7.7129 -2.0273 -2.6712
Cl -4.7098 -4.6147 6.2590
Cl -6.1946 -9.5505 5.8412
Cl -3.4207 2.3779 -3.1289
O -5.6219 3.1628 1.4217
O -5.8336 0.3221 -1.8569
O -0.0922 -2.5807 2.0051
O -8.0539 -1.6850 2.2951
N -6.1044 0.8888 0.5478
N -0.1419 -1.0956 -0.0939
C 10.5081 10.9578 -4.5248
C -0.0562 -1.8660 0.9641
C 2.9340 5.9873 -2.0238
C -2.4998 1.6982 1.7419
C -7.1822 -4.1917 -4.8195
C 8.3480 -1.9355 -1.0099
C -3.8914 0.3684 -0.1848
C -5.2716 2.0243 1.0613
C -8.0897 2.0413 -5.1662
C -1.0778 2.5005 -6.7308
C 0.8260 -4.3846 4.8732
C -7.4095 -1.2457 1.2937
C -6.0471 -3.4384 6.1960
C 8.1433 -3.2288 -0.2471
C -1.2572 0.8225 1.3297
C 1.6472 5.2461 -9.8425
C 3.2914 -2.6401 2.1332
C -8.2915 0.7417 -4.4143
C -5.3926 0.4807 -0.7039
C 7.2012 -5.5201 9.3578
C 4.4458 -1.8669 1.5277
C -1.3055 3.6016 -1.8834
C 6.4652 7.9908 -3.8323
C -4.4823 -9.2353 5.4635
C -1.3652 -0.2710 0.1978
C -4.2937 -7.9401 4.6995
C 9.0696 11.1709 -4.9502
C -2.6968 -0.5059 -0.6057
C -3.8007 1.4204 0.9661
C 0.4508 -5.6430 9.9070
C -2.7461 3.8094 -2.3084
C 1.4961 6.1966 -2.4529
C -6.2734 -0.1613 1.5918
C 1.5957 -6.6196 9.7249
C -6.2313 -2.8557 4.8094
C 7.3560 -6.1097 10.7451
C 5.9675 7.0736 -4.9307
C 1.1573 4.3347 -10.9500
C -8.5102 -3.4724 -4.6999
C 1.3065 -3.4740 5.9858
C -0.7276 1.1399 -6.1635
H 5.2321 7.5709 -5.5658
H 1.9975 4.0291 -11.5768
H -8.4458 -2.4465 -5.0668
H 3.3473 6.9233 -1.6450
H 6.4411 -6.6338 11.0287
H 2.4042 -2.0163 2.2530
H 1.8691 -2.6401 5.5646
H -7.2176 -5.1798 -4.3571
H -5.8481 -2.6607 6.9356
H -0.3453 2.8289 -7.4704
H 5.3645 -2.4649 1.5040
H -4.0958 -10.0903 4.9058
H 4.2015 -1.5789 0.5030
H -0.8915 4.5370 -1.5076
H -7.0229 2.2583 -5.2499
H -6.6060 0.3923 2.5515
H 1.3352 -7.3577 8.9637
H 8.5328 -4.0864 -0.7985
H -2.4737 2.4962 2.5488
H 7.8663 -1.0936 -0.5092
H -6.9226 -4.3178 -5.8725
H -5.3140 -0.7187 1.8770
H -7.9049 -0.1110 -4.9757
H 9.4150 -1.7185 -1.0903
H 6.8043 6.7615 -5.5590
H 6.3028 -4.9011 9.3167
H 10.9268 11.8952 -4.1534
H -0.6894 3.2665 -2.7112
H 11.1260 10.6152 -5.3566
H 7.5499 -5.3363 11.4904
H -0.2514 0.9668 1.8589
H -9.2695 -3.9953 -5.2848
H 0.8523 6.4287 -1.6015
H 2.2094 6.0790 -10.2697
H -7.1359 -2.2456 4.7804
H -3.2287 -7.7176 4.6052
H 0.4231 4.8336 -11.5848
H 8.6604 -3.1788 0.7132
H -8.5682 2.8786 -4.6554
H -4.7726 -7.1013 5.2071
H 7.1197 7.4641 -3.1351
H -2.8075 4.6382 -3.0168
H 2.3002 4.7167 -9.1462
H 1.6688 -4.6873 4.2530
H 1.9563 -4.0030 6.6863
H -2.0553 2.4600 -7.2157
H -6.9514 -3.9707 6.4971
H -3.9527 -9.1832 6.4169
H 8.4303 11.4110 -4.0985
H 1.4372 7.0267 -3.1598
H -0.4721 -6.1882 10.1141
H 7.1124 -6.2989 8.5984
H 1.8208 -7.1514 10.6510
H 7.0286 8.8195 -4.2694
H -0.8045 0.3818 -6.9457
H -3.3870 4.0427 -1.4553
H 9.0114 11.9965 -5.6622
H 0.2933 -5.0358 9.0124
H 3.5577 5.6522 -2.8570
H 0.0951 -3.8864 4.2341
H -2.8154 -1.2811 -1.4261
H -1.3995 0.8593 -5.3502
H -6.3250 -3.6376 4.0540
H 3.0265 -3.4798 1.4871
H -7.7691 0.7826 -3.4561
*
```

- Frontier orbital gap: 8.2 eV
- E: -16114.9544 Eh
- Largest force on an atom: 8.0 eV/A
- Molecular weight: 1840.475 g/mol
- Lowest unoccupied orbital energy: -0.90 eV



Please write out number 2 again, unchanged.
Molecular formula: C34H23Cl8N3O3Ta
Method: DFT, wB97M-V/def2-TZVPD

Geometry as ORCA input:
```
! RIJCOSX wB97M-V def2-TZVPD def2/J DEFGRID3
* xyz -1 1
Ta -0.0070 -0.7341 0.6347
Cl -1.1126 -3.5636 2.2999
Cl 2.9542 -0.0239 4.1409
Cl -0.6294 -1.0144 5.5039
Cl 0.0808 -6.9078 -1.8405
Cl 1.2503 -4.4816 -3.4310
Cl -1.1098 -6.4833 1.0135
Cl -0.3661 1.8145 1.0207
Cl 1.2674 -1.6132 -2.0479
O -1.4816 0.9917 0.6874
O -1.8209 -1.2346 -0.3563
O 1.9983 1.2574 -0.6573
N -0.2206 -0.6525 2.5422
N 0.2777 1.7384 -2.2235
N -0.6229 0.7862 -1.6916
C -0.6638 2.9867 3.4546
C 0.1319 -5.3454 -1.1097
C 2.4278 1.8099 0.6075
C 0.2281 -2.8223 0.0798
C 2.5265 5.0624 -3.5490
C 2.5476 0.7470 1.5765
C 1.7218 4.1437 -2.8941
C 2.8254 1.1577 2.8757
C -0.7731 3.3004 0.4327
C 0.6724 -4.2711 -1.8191
C -5.2020 1.1084 -0.2731
C -0.4563 1.8892 2.6445
C -0.8390 1.6829 5.4631
C 2.2775 -0.6525 1.0888
C 0.7186 -3.0290 -1.2033
C 3.6583 2.7844 -2.4349
C 4.4567 3.6975 -3.1068
C -2.9159 -0.5194 -0.3039
C 2.6204 3.1469 0.9031
C -1.8540 1.1304 -1.8964
C -4.1919 1.3574 -1.1833
C -3.0306 0.5855 -1.1962
C 2.2870 3.0011 -2.3375
C -3.9207 -0.7264 0.6461
C -0.3525 -3.8934 0.7430
C -0.8451 2.9087 4.8277
C 3.0121 2.4977 3.1970
C 2.9123 3.4763 2.2212
C -0.6469 0.5359 4.7047
C -0.3925 -5.1597 0.1725
C 3.8928 4.8380 -3.6615
C 1.4224 1.9798 -1.7067
C -5.0427 0.0779 0.6560
C -0.4276 0.5603 3.3404
H 2.0880 5.9559 -3.9750
H -0.4164 4.2321 0.0046
H 0.6542 4.2926 -2.8031
H 2.6101 -1.3648 1.8395
H -0.9856 1.5981 6.5311
H -2.0248 2.0366 -2.4802
H 5.5188 3.5142 -3.2075
H 4.0873 1.8885 -2.0042
H 0.8079 2.3553 1.0932
H -6.0868 1.7309 -0.2555
H -1.0265 3.8190 5.3840
H 3.2210 2.7661 4.2234
H -4.2664 2.1998 -1.8633
H -0.7423 3.9322 2.9276
H 2.8632 -0.7749 0.1747
H -1.8721 3.4491 0.2354
H 0.5677 0.9776 1.3017
H 2.5158 3.9096 0.1441
H 0.3225 1.6478 -0.0711
H 4.5165 5.5506 -4.1866
H 3.0439 4.5163 2.4869
H -5.8054 -0.0836 1.4088
H -3.7770 -1.5201 1.3689
*
```

- Frontier orbital gap: 6.1 eV
- E: -5437.3453 Eh
- Largest force on an atom: 11.7 eV/A
- Molecular weight: 986.148 g/mol
- Lowest unoccupied orbital energy: 2.26 eV